(1)
{"formula": "C34H48ClFN2O3P2", "method": "ωB97M-V with the def2-TZVPD basis set", "smiles": "CCOP(CCN)(CCF)(CC(=O)N(C)C)P(O)Cl.c1ccccc1.c1ccccc1.c1ccccc1.c1ccccc1", "homo_energy_ev": -7.65, "total_energy_ha": -2902.3687, "species": ["C", "C", "O", "P", "C", "C", "N", "C", "C", "F", "C", "C", "O", "N", "C", "C", "P", "O", "Cl", "H", "H", "H", "H", "H", "H", "H", "H", "H", "H", "H", "H", "H", "H", "H", "H", "H", "H", "H", "H", "H", "H", "H", "H", "C", "C", "C", "C", "C", "C", "H", "H", "H", "H", "H", "H", "C", "C", "C", "C", "C", "C", "H", "H", "H", "H", "H", "H", "C", "C", "C", "C", "C", "C", "H", "H", "H", "H", "H", "H", "C", "C", "C", "C", "C", "C", "H", "H", "H", "H", "H", "H"], "positions_angstrom": [[2.6364, 2.1308, -2.9350], [1.9368, 1.7958, -1.6253], [2.1205, 0.5171, -1.0615], [1.8358, -1.0287, -1.7865], [0.2971, -0.4524, -2.6509], [-0.8085, -0.0355, -1.6516], [-1.6043, 1.1240, -2.0743], [3.5655, -1.1031, -2.4215], [3.7668, -1.3961, -3.8962], [2.7790, -0.7864, -4.6844], [1.4667, -1.6933, -0.1056], [2.5251, -2.6039, 0.4826], [3.6767, -2.2116, 0.5498], [2.1636, -3.8423, 0.9439], [3.1419, -4.3826, 1.8867], [0.7825, -4.0587, 1.3704], [1.3793, -3.1263, -2.8440], [0.1055, -3.5961, -1.8675], [2.8639, -4.4181, -2.1429], [2.2017, 1.6109, -3.7911], [3.7098, 1.9293, -2.9100], [2.5192, 3.2039, -3.1130], [2.2714, 2.4962, -0.8527], [0.8641, 1.9995, -1.7533], [0.5002, 0.3525, -3.3592], [-0.1025, -1.2754, -3.2508], [-1.4888, -0.8847, -1.5342], [-0.3768, 0.1845, -0.6749], [-1.3679, 1.9471, -1.5372], [-1.4491, 1.3530, -3.0489], [4.0597, -1.8823, -1.8322], [4.0492, -0.1656, -2.1583], [4.7228, -0.9773, -4.2180], [3.7586, -2.4615, -4.1300], [1.4513, -0.8213, 0.5505], [0.4645, -2.1153, -0.1295], [2.7230, -5.2821, 2.3373], [3.3692, -3.6591, 2.6756], [4.0626, -4.6405, 1.3669], [0.6501, -5.1250, 1.5586], [0.0850, -3.7838, 0.5825], [0.5357, -3.5097, 2.2875], [-0.6057, -3.9341, -2.4201], [-0.7585, 3.3543, 3.0990], [0.1857, 3.0696, 4.0776], [1.2857, 2.2781, 3.7730], [1.4418, 1.7692, 2.4901], [0.4987, 2.0540, 1.5122], [-0.6004, 2.8477, 1.8157], [-1.6161, 3.9705, 3.3386], [0.0629, 3.4666, 5.0774], [2.0208, 2.0556, 4.5360], [2.2980, 1.1511, 2.2474], [0.6337, 1.6478, 0.5197], [-1.3390, 3.0696, 1.0544], [-0.6348, 1.3556, -6.0947], [0.7137, 1.3639, -6.4263], [1.2630, 2.4681, -7.0634], [0.4666, 3.5657, -7.3610], [-0.8803, 3.5594, -7.0237], [-1.4321, 2.4533, -6.3917], [-1.0661, 0.4910, -5.6035], [1.3321, 0.5079, -6.1867], [2.3134, 2.4728, -7.3253], [0.8959, 4.4275, -7.8560], [-1.5008, 4.4156, -7.2556], [-2.4839, 2.4452, -6.1341], [-2.1789, -3.0961, 2.3322], [-2.0304, -2.8550, 3.6927], [-1.5273, -1.6377, 4.1329], [-1.1749, -0.6588, 3.2142], [-1.3299, -0.8986, 1.8576], [-1.8280, -2.1161, 1.4130], [-2.5723, -4.0452, 1.9899], [-2.3095, -3.6161, 4.4103], [-1.4125, -1.4510, 5.1933], [-0.7775, 0.2925, 3.5487], [-1.0576, -0.1316, 1.1456], [-1.9463, -2.2989, 0.3510], [-3.4794, 0.9821, 6.6350], [-4.7858, 0.9690, 7.1048], [-5.8221, 1.3938, 6.2844], [-5.5526, 1.8288, 4.9937], [-4.2462, 1.8418, 4.5245], [-3.2102, 1.4203, 5.3457], [-2.6709, 0.6494, 7.2742], [-4.9969, 0.6265, 8.1098], [-6.8407, 1.3847, 6.6508], [-6.3615, 2.1559, 4.3529], [-4.0333, 2.1748, 3.5161], [-2.1930, 1.4339, 4.9763]], "atomic_forces_ev_per_a": [[0.09, -0.01, -0.07], [-0.10, 0.43, 0.07], [-0.04, -0.04, -0.07], [0.02, 0.04, 0.18], [-0.38, -0.34, -0.01], [-0.04, 0.19, -0.21], [0.05, 0.02, 0.01], [0.26, 0.22, -0.17], [0.10, -0.10, 0.00], [-0.07, 0.06, 0.09], [-0.07, 0.11, 0.02], [-0.04, -0.22, -0.43], [0.20, 0.09, -0.01], [-0.25, 0.69, 0.95], [0.05, -0.38, -0.17], [-0.03, -0.27, -0.19], [-0.04, -0.06, 0.01], [-0.14, 0.28, -0.10], [0.08, -0.07, -0.11], [0.11, -0.04, 0.03], [-0.07, -0.05, 0.07], [-0.04, -0.07, -0.01], [0.07, -0.03, -0.09], [0.05, -0.05, -0.06], [0.27, 0.01, 0.17], [0.11, 0.13, -0.13], [0.15, -0.01, 0.13], [-0.04, -0.05, -0.10], [0.00, 0.00, -0.03], [-0.06, -0.04, 0.00], [-0.11, 0.01, 0.01], [-0.10, -0.03, 0.03], [-0.03, -0.07, -0.01], [-0.13, 0.04, 0.02], [-0.04, -0.08, -0.01], [0.19, 0.01, -0.12], [0.06, 0.02, -0.06], [0.04, -0.05, -0.05], [0.01, 0.07, 0.06], [-0.01, 0.04, 0.01], [0.13, -0.12, 0.13], [0.05, -0.01, -0.09], [0.04, -0.21, 0.01], [0.00, -0.01, 0.00], [0.00, -0.01, 0.00], [0.00, 0.00, 0.00], [0.03, 0.00, -0.01], [-0.01, 0.05, 0.10], [-0.01, -0.04, 0.00], [0.00, 0.00, 0.00], [0.00, 0.00, 0.00], [0.00, 0.01, 0.00], [0.00, 0.00, -0.01], [0.00, 0.01, 0.00], [0.00, 0.00, 0.00], [-0.02, 0.04, 0.05], [0.00, -0.08, 0.03], [0.00, 0.02, 0.03], [0.00, 0.00, 0.01], [0.01, 0.00, 0.00], [-0.01, 0.00, 0.01], [0.00, -0.02, -0.03], [0.02, 0.01, -0.02], [0.00, 0.00, 0.00], [0.00, 0.00, 0.00], [0.00, 0.00, 0.00], [0.00, 0.00, 0.00], [-0.11, 0.08, 0.03], [-0.01, -0.02, -0.06], [0.03, -0.02, 0.01], [0.04, 0.00, 0.04], [-0.03, -0.06, -0.10], [-0.17, 0.08, 0.12], [0.01, -0.01, 0.00], [0.00, 0.00, 0.00], [-0.02, 0.00, 0.00], [0.00, -0.03, -0.02], [-0.06, -0.02, 0.10], [-0.01, -0.01, 0.01], [-0.01, 0.01, 0.00], [0.00, -0.01, -0.01], [0.01, 0.00, 0.00], [0.00, 0.00, 0.00], [0.00, -0.01, -0.01], [0.02, 0.02, 0.02], [0.00, 0.01, 0.00], [0.00, 0.00, 0.00], [0.00, 0.00, 0.00], [0.00, 0.00, 0.00], [0.00, 0.00, 0.00], [-0.01, 0.01, 0.01]], "mulliken_charge": [-1.328, -0.126, -0.591, 1.486, -0.781, 1.267, -0.700, -1.032, -0.610, -0.162, 1.344, -0.726, -0.688, 0.341, -1.064, -0.995, -0.189, -0.355, -0.259, 0.123, 0.294, 0.450, 0.447, 0.076, -0.246, 1.030, 0.226, -1.378, 0.274, 0.269, 0.654, 0.486, 0.389, 0.364, -0.102, -0.518, 0.391, 0.345, 0.261, 0.506, 0.098, 0.438, 0.343, -0.355, -0.618, -0.701, -0.720, 0.338, -0.643, 0.476, 0.381, 0.399, 0.540, 0.501, 0.388, -0.356, -0.352, -0.417, -0.396, -0.373, -0.512, 0.519, 0.388, 0.395, 0.375, 0.371, 0.397, -0.546, -0.643, -0.552, -0.206, 0.368, -0.322, 0.417, 0.364, 0.472, 0.222, 0.049, 0.319, -0.578, -0.393, -0.390, -0.461, -0.454, -0.033, 0.383, 0.360, 0.362, 0.370, 0.389, 0.426]}



(2)
{"formula": "C34H48FI2N4O11S", "method": "ωB97M-V with the def2-TZVPD basis set", "homo_energy_ev": -10.76, "total_energy_ha": -3463.8145, "charge": 1, "de_lowest_kj_mol": 861.6, "species": ["C", "O", "C", "C", "C", "I", "C", "C", "I", "N", "C", "C", "C", "C", "C", "C", "N", "C", "C", "C", "C", "C", "C", "C", "C", "C", "S", "C", "N", "N", "C", "O", "C", "C", "F", "H", "H", "H", "H", "H", "H", "H", "H", "H", "H", "H", "H", "H", "H", "H", "H", "H", "H", "H", "H", "H", "H", "H", "H", "H", "H", "H", "H", "H", "H", "H", "H", "H", "H", "H", "H", "C", "C", "O", "C", "O", "O", "H", "H", "H", "H", "C", "C", "O", "C", "O", "O", "H", "H", "H", "H", "C", "C", "O", "C", "O", "O", "H", "H", "H", "H"], "positions_angstrom": [[-3.9693, -2.0512, -0.7190], [-2.6079, -1.5828, -0.5144], [-2.4737, -0.1590, -0.8419], [-1.4419, 0.6216, 0.0962], [-2.1805, 1.7565, 0.9294], [-3.9460, 0.9813, 2.0526], [-2.7218, 3.0796, 0.2422], [-3.7808, 2.9444, -0.9464], [-3.8749, 4.1116, 1.8524], [-1.1213, -0.3437, 1.2361], [0.1105, -0.2984, 1.7068], [1.0824, 0.7467, 0.8953], [2.4448, -0.0844, 0.9006], [3.8103, 0.7398, 1.1574], [4.3300, 1.5933, -0.0926], [5.8449, 2.1153, 0.2015], [6.0634, 2.4782, 1.6392], [1.2171, 2.0256, 1.8353], [0.9109, 1.9706, 3.3800], [1.0896, 3.2203, 4.3195], [1.5819, 4.5981, 3.7933], [1.8745, 4.6713, 2.2714], [1.7183, 3.4407, 1.3548], [0.1045, 0.7964, -0.4079], [0.5784, -0.2032, -1.6112], [0.3242, -1.7665, -1.3588], [1.8457, -2.7606, -1.8732], [2.6342, -3.5185, -0.3999], [3.7258, -4.4738, -0.3118], [4.0118, -4.7273, 1.0003], [3.1395, -3.9898, 1.8778], [2.3278, -3.2860, 0.9574], [0.0660, 2.1893, -1.2503], [1.3569, 2.5198, -2.1208], [-1.0570, 2.2226, -2.1908], [-4.4664, -1.5892, -1.6404], [-3.9379, -3.1833, -0.8903], [-4.5428, -1.8662, 0.2583], [-2.1075, -0.1151, -1.9409], [-3.5402, 0.2403, -0.8547], [-1.4772, 2.0776, 1.7921], [-1.9706, 3.8816, -0.0528], [-4.0336, 3.9729, -1.3998], [-4.7776, 2.5701, -0.4890], [-3.5153, 2.1991, -1.7659], [-1.7257, -0.9922, 1.7556], [0.3712, -0.9809, 2.5800], [2.3895, -0.8070, 1.8068], [2.6546, -0.7614, 0.0094], [3.8254, 1.3098, 2.1588], [4.6134, -0.0858, 1.3079], [4.4058, 0.8818, -0.9912], [3.6981, 2.4998, -0.3652], [6.0291, 3.0658, -0.4347], [6.6048, 1.3398, -0.1547], [5.5107, 3.3136, 1.8858], [7.0563, 2.7103, 1.7818], [0.5768, 1.0306, 3.9306], [0.8923, 3.1443, 5.4525], [1.7392, 5.5244, 4.4461], [2.2194, 5.6775, 1.8401], [1.9809, 3.6160, 0.2452], [0.0979, 0.0621, -2.6144], [1.7190, -0.1293, -1.7935], [-0.4841, -2.0959, -2.1193], [-0.0629, -2.0712, -0.3386], [3.1037, -3.9443, 3.0110], [-0.0961, 3.0744, -0.5537], [2.3007, 1.9365, -1.8728], [1.1145, 2.2923, -3.2263], [1.5835, 3.6472, -2.0403], [0.3622, -7.0785, 0.6691], [-0.0891, -5.9871, -0.2529], [-1.1652, -6.5869, -0.9593], [-1.6452, -7.5936, -0.1784], [-2.6581, -8.1946, -0.3988], [-0.8277, -7.8264, 0.8845], [0.7554, -6.6934, 1.6112], [1.1119, -7.7301, 0.2115], [-0.4649, -5.1116, 0.2866], [0.6973, -5.6696, -0.9398], [1.8618, 7.7533, -0.7345], [0.4716, 7.7492, -0.1743], [-0.2555, 6.9869, -1.1283], [0.6395, 6.1906, -1.7718], [0.3388, 5.3030, -2.5209], [1.9193, 6.5291, -1.4558], [2.6257, 7.7820, 0.0442], [2.0314, 8.5809, -1.4288], [0.4125, 7.2490, 0.7973], [0.0564, 8.7536, -0.0812], [-5.6851, -6.9838, -1.1546], [-5.3859, -7.2754, -2.5931], [-5.9884, -6.1814, -3.2741], [-6.0717, -5.1539, -2.3875], [-6.3754, -4.0306, -2.6793], [-5.7636, -5.5636, -1.1260], [-4.9027, -7.3439, -0.4847], [-6.6457, -7.3974, -0.8340], [-4.3129, -7.2768, -2.8056], [-5.8138, -8.2227, -2.9242]], "atomic_forces_ev_per_a": [[-0.65, -0.87, 0.32], [0.01, 1.26, -0.14], [-0.41, -0.77, -2.10], [-0.62, -2.20, 1.39], [0.71, 1.92, 0.61], [0.95, -1.90, -0.48], [-0.93, 0.57, -0.84], [-1.23, -0.30, 0.43], [0.93, 1.55, -0.83], [3.40, -0.55, 1.70], [-1.48, 1.10, -1.13], [-1.70, -1.79, 1.83], [1.78, -0.11, 0.70], [0.56, -0.68, -0.16], [1.09, -0.23, 0.60], [-0.30, 0.92, -0.86], [0.06, -0.11, -0.64], [0.26, 3.93, 3.07], [1.16, 3.09, -1.00], [0.96, 0.82, -2.86], [-0.54, -3.61, -2.92], [-1.02, -2.79, 1.66], [-0.69, -0.14, 2.09], [-0.26, 2.18, -3.16], [0.48, -1.19, 0.57], [-0.91, -0.16, -0.62], [0.25, -0.57, 1.65], [3.34, -3.12, 4.21], [-3.10, 2.72, 0.10], [-2.80, 2.34, 2.38], [2.27, -1.85, -6.61], [-0.99, 0.91, 0.24], [1.09, 1.26, 0.07], [0.05, 0.29, -0.59], [1.40, -0.64, 1.77], [0.68, -0.51, 1.39], [0.12, 1.67, 0.25], [0.48, -0.09, -1.64], [-0.47, 0.20, 1.76], [1.69, 0.09, 0.42], [-1.13, -0.48, -1.47], [-0.56, -1.46, 0.59], [0.71, -1.63, 0.73], [1.57, 0.51, -0.78], [0.05, 1.25, 1.06], [-0.62, 0.53, -0.94], [-0.18, 1.11, -1.26], [0.05, 1.19, -1.51], [-0.75, 1.05, 0.93], [-0.29, -0.71, -1.79], [-1.29, 1.28, -0.23], [-0.30, 1.13, 1.12], [0.66, -1.34, 0.48], [-0.35, -1.62, 0.55], [-1.07, 0.95, 0.82], [0.46, -0.56, -0.28], [-0.73, -0.11, -0.09], [0.48, 1.32, -1.06], [0.24, -0.15, -2.14], [-0.37, -1.73, -0.96], [-0.52, -1.88, 0.54], [-0.52, -0.45, 2.01], [0.46, -0.10, 1.68], [-1.97, 0.38, 0.57], [1.38, 0.23, 1.39], [0.71, 0.37, -1.31], [-0.23, 0.14, -1.99], [-0.06, -1.29, -0.83], [-1.40, 0.65, -0.03], [0.33, 0.45, 1.77], [-0.38, -1.99, -0.28], [0.77, -0.12, 0.41], [0.44, 0.72, -0.25], [-0.24, -0.44, 0.29], [-0.73, -0.57, -0.05], [0.73, 0.52, 0.14], [-0.51, 0.18, -0.52], [-0.15, -0.18, -0.01], [-0.06, 0.06, 0.01], [-0.02, -0.04, 0.01], [-0.19, -0.07, -0.08], [0.65, 0.61, 0.19], [-0.32, 0.53, 0.66], [0.43, -0.46, -0.38], [-0.41, -0.47, -0.61], [0.17, 0.80, 0.67], [-0.57, -0.37, -0.10], [0.02, -0.15, -0.18], [-0.02, -0.08, 0.03], [-0.02, 0.00, -0.06], [-0.11, -0.19, -0.11], [0.08, -0.71, 0.78], [0.39, -0.77, -0.30], [-0.16, 0.64, 0.45], [-0.29, 0.73, -0.36], [0.33, -0.76, 0.30], [-0.07, 0.40, -0.60], [-0.08, 0.21, -0.09], [0.01, 0.08, -0.07], [-0.07, 0.01, 0.07], [-0.04, 0.21, -0.11]], "mulliken_charge": [-0.626, -0.220, -1.161, 0.475, -1.376, 0.229, 0.135, -0.960, 0.075, 0.194, -1.825, 2.078, -0.495, -0.971, 0.277, -0.821, -0.524, 0.147, -0.412, -0.685, -0.725, -0.712, 0.476, 2.127, -1.805, -0.544, -0.262, 0.445, -0.373, -0.367, -0.049, 0.137, 0.363, -0.940, -0.448, 0.369, 0.105, 0.216, 0.132, 0.835, 0.406, 0.466, 0.401, 0.318, 0.217, 0.447, 0.537, 0.151, -0.359, 0.344, 0.498, 0.218, -0.178, 0.318, 0.397, 0.166, 0.263, 0.262, 0.327, 0.353, 0.377, -0.015, 0.616, 0.638, 0.492, 0.107, 0.324, -0.048, 0.096, 0.464, -0.169, -0.313, 0.247, -0.331, 0.567, -0.526, -0.337, 0.256, 0.287, -0.020, 0.136, -0.422, -0.204, -0.319, 0.714, -0.549, -0.304, 0.305, 0.318, 0.201, 0.314, -0.172, -0.226, -0.335, 0.692, -0.545, -0.335, 0.192, 0.263, 0.177, 0.323]}